[1]
C5H6N2O | ωB97M-V with the def2-TZVPD basis set

Structure (XYZ):
```
14
C5H6N2O (ωB97M-V with the def2-TZVPD basis set)
C -1.44176 -0.81649 -1.54864
C 1.12304 0.15839 -0.77474
C 1.05587 0.31995 0.74832
C 1.10591 0.80325 2.08515
C -0.35570 0.12484 0.67447
H -1.61426 -0.11290 -2.63246
H -0.70355 -1.91762 -1.76182
H -2.36059 -0.96392 -0.87090
H 1.34061 1.11821 -1.41575
H 1.46939 -0.73398 -1.04949
H 1.96543 1.31688 2.74373
N -0.40031 -0.03945 -0.60949
N -1.14478 0.27517 1.74121
O -0.03930 0.46766 2.67041
```

Highest occupied orbital energy in Eh: -0.306
Total charge: 0
2S+1: 1

---

[2]
C5H6N2O | ωB97M-V with the def2-TZVPD basis set

Structure (XYZ):
```
14
C5H6N2O (ωB97M-V with the def2-TZVPD basis set)
C -0.75630 -1.21889 0.04800
C -2.53444 0.87750 -0.03821
C -1.33328 1.36683 0.08049
C 1.26235 0.20534 -0.00922
C 2.32773 -0.79653 -0.14649
N -1.50838 -2.05693 0.11138
N -0.00287 -0.19455 0.21521
O 1.50379 1.37784 -0.05779
H -3.51794 1.43965 0.04697
H -2.57031 -0.27678 0.14505
H -0.69111 2.19724 0.22154
H 2.89352 -0.42352 -1.03560
H 2.93916 -0.76798 0.67232
H 1.98809 -1.72924 -0.25365
```

Highest occupied orbital energy in Eh: -0.367
Total charge: 0
2S+1: 1

---

[3]
C5H6N2O2 | ωB97M-V with the def2-TZVPD basis set

Structure (XYZ):
```
15
C5H6N2O2 (ωB97M-V with the def2-TZVPD basis set)
O -0.01081 -0.22637 -2.44208
C 0.85775 -0.55631 -1.61332
O 1.60712 -1.50020 -1.89633
C 1.22081 0.05637 -0.25735
N -0.01933 0.30474 0.50108
C -0.68398 1.33629 0.66055
C -1.83482 1.07061 1.57098
N -1.82722 -0.27887 1.78662
C -0.74445 -0.80037 1.23002
H 1.53408 -1.99057 -2.87673
H 1.91133 -0.58404 0.44097
H 1.38079 0.89577 -0.39005
H -0.31534 2.22584 0.17233
H -2.61748 1.81468 1.65506
H -0.45845 -1.76757 1.45826
```

SMILES string: O=C(O)Cn1ccnc1
Highest occupied orbital energy in Eh: -0.295
Total charge: 0
2S+1: 1

---

[4]
C5H6N2O2S | ωB97M-V with the def2-TZVPD basis set

Structure (XYZ):
```
16
C5H6N2O2S (ωB97M-V with the def2-TZVPD basis set)
O -2.70534 0.42228 1.18663
S -1.88050 0.02172 -0.10281
O -2.32537 0.29369 -1.38044
N -1.37193 -1.56356 0.13988
C 0.08955 -1.73928 -0.01562
C 0.68940 -0.33140 0.03816
C 1.87039 0.24949 -0.14190
C 1.66442 1.70828 -0.14522
C 0.29885 1.87230 -0.01103
N -0.27627 0.61837 0.07717
H -1.56997 -1.74638 1.08539
H 0.18213 -2.46652 -0.93375
H 0.35303 -2.23008 0.86464
H 2.82105 -0.29299 -0.28217
H 2.41659 2.46766 -0.13637
H -0.25602 2.71643 -0.24256
```

SMILES string: O=S1(=O)NCc2cccn21
Highest occupied orbital energy in Eh: -0.336
Total charge: 0
2S+1: 1

---

Per-record F_max, eV Å⁻¹: 6.69 4.86 15.30 8.72